Density functional theory data (wB97M-V/def2-TZVPD) for C14H16AuBN2O5S3 as an isolated structure at a distorted geometry.

XYZ file:
```
42
Properties=species:S:1:pos:R:3:forces:R:3:mulliken_charge:R:1
Au 0.22811 0.83693 -4.22399 -1.10 -0.45 2.05 -0.172
C -4.61871 0.78555 3.03588 -0.28 0.80 1.01 -1.682
C -3.58928 -0.33438 2.93135 -0.72 -0.09 -0.71 2.406
C -2.97139 -0.63309 4.27593 -0.34 0.29 0.67 -2.211
C -4.43952 -1.53993 2.57878 -1.12 -0.49 -0.24 -1.739
C -2.50636 -0.09582 1.88382 0.95 0.22 -0.36 0.273
C -1.16116 0.03156 2.24409 -0.20 -0.34 -0.27 -0.414
C -0.15460 0.17986 1.28655 0.82 -0.52 1.23 -1.067
C -0.44520 0.09791 -0.03394 0.27 1.60 -1.64 0.823
O 0.35181 0.38725 -1.12129 -0.98 -0.63 0.00 -0.294
B -0.55719 0.45632 -2.31155 1.48 0.19 0.25 -0.155
O -1.84456 0.19239 -1.80169 -0.60 -0.11 0.76 -0.308
C -1.76300 0.04679 -0.43735 -0.87 -0.03 0.11 0.191
C -2.78527 -0.03361 0.50775 1.00 -0.49 0.09 -0.899
H -5.46809 0.46722 3.65580 0.17 -0.15 0.03 0.395
H -5.07447 1.15137 2.12958 0.22 -0.25 -0.74 0.342
H -4.23563 1.66822 3.53160 0.40 0.33 0.14 0.415
H -3.80490 -0.77952 4.97941 0.29 -0.01 0.05 0.474
H -2.38244 0.23452 4.62219 -0.03 -0.62 0.03 0.407
H -2.39571 -1.57468 4.22566 0.02 0.61 0.16 0.407
H -5.20348 -1.78096 3.35358 0.57 0.33 -0.20 0.415
H -3.81632 -2.39794 2.47714 0.45 -0.87 -0.29 0.450
H -5.02406 -1.40499 1.65617 0.37 0.00 0.10 0.365
H -0.84097 -0.09980 3.26346 0.00 0.28 0.17 0.322
H 0.87033 0.27487 1.61952 0.12 0.06 -0.06 0.422
H -3.77036 -0.21910 0.22001 -1.55 0.12 -0.78 0.429
S 4.46608 -0.64680 1.48486 -0.34 -0.29 1.55 -0.472
C 4.81194 0.00874 0.02870 0.17 -0.87 -1.34 -0.015
N 4.02603 -0.32510 -1.04806 -0.01 1.31 0.04 -0.069
C 4.16160 0.24029 -2.24975 -0.15 -0.85 -2.53 0.161
C 5.32608 0.88148 -2.58465 0.72 0.35 1.65 -0.401
C 6.21177 1.06073 -1.45626 -0.74 0.29 -3.10 -0.033
N 5.92797 0.70213 -0.26932 0.31 -0.14 2.57 -0.550
H 3.19220 -0.85270 -0.93657 -0.66 -0.41 0.67 0.270
H 3.37563 -0.01728 -3.01299 0.84 0.58 0.66 0.219
H 5.56352 1.22485 -3.57795 -0.38 0.01 -0.07 0.492
H 7.18761 1.52552 -1.58166 -0.02 0.10 -0.17 0.387
O 2.17174 -1.18938 -5.14133 0.95 -1.36 0.37 -0.567
S 2.79788 -0.12580 -5.90055 0.35 4.73 2.20 0.847
O 3.61805 -0.51366 -7.04847 -0.55 0.14 0.55 -0.636
O 3.42223 1.00616 -4.99828 0.52 -3.60 -1.59 -0.589
S 1.14212 1.10390 -6.25618 -0.33 0.25 -3.01 -0.639
```
Forces are in eV/Å.

Output
Spin multiplicity: 1
Energy above the lowest of the compared OMol25 structures with the same formula, charge and spin (kcal per mole): 0.0
Max |F| (hartree/bohr): 0.10179
Highest occupied orbital energy (eV): -0.92
HOMO-LUMO gap (eV): 4.72
Total charge: -2